Here is a molecular structure, C30H31AsBF4N2O3PPdS from the OMol25 dataset. Energies are from wB97M-V/def2-TZVPD.

Energy above the lowest of the compared OMol25 structures with the same formula, charge and spin, kJ/mol: 16.3
2S+1: 1
HOMO, eV: -1.76
LUMO level, eV: 3.80
Total charge: -2
Max |F|, eV/A: 0.860

Each line ends with the Mulliken charge.
CARTESIAN COORDINATES (ANGSTROEM)
Pd  -0.0073  0.3584  -0.0945  -0.708
C  0.0003  -2.1436  1.9699  -0.793
S  0.5545  -0.8081  3.0156  0.996
O  0.6408  -1.4037  4.3414  -0.706
O  1.8792  -0.4127  2.4941  -0.772
O  -0.4402  0.2455  2.8838  -0.561
H  0.7377  -2.9433  2.0201  0.271
H  -0.1402  -1.8447  0.9301  0.214
H  -0.9499  -2.4932  2.3682  0.302
C  -1.6496  3.1868  0.7223  -1.173
C  -1.9099  4.6956  0.7135  -1.222
As  -3.2670  5.2212  -0.6296  0.563
C  -3.8312  6.8992  0.2253  -0.063
C  -5.1438  7.3494  0.0849  -0.453
C  -5.5412  8.5695  0.6106  -0.568
C  -4.6266  9.3713  1.2820  -0.398
C  -3.3164  8.9395  1.4225  -0.607
C  -2.9238  7.7138  0.8982  -0.256
C  -4.6983  4.0815  0.0669  -0.089
C  -5.2519  4.2330  1.3356  -0.098
C  -6.1750  3.3154  1.8127  -0.643
C  -6.5450  2.2277  1.0302  -0.397
C  -5.9974  2.0652  -0.2325  -0.560
C  -5.0840  2.9957  -0.7133  -0.289
P  -0.3495  2.4320  -0.3662  0.785
C  1.1495  3.3779  0.1319  0.301
C  1.3411  3.7811  1.4534  -0.210
C  2.5402  4.3475  1.8620  -0.667
C  3.5800  4.5199  0.9600  -0.459
C  3.4128  4.1012  -0.3542  -0.641
C  2.2162  3.5313  -0.7579  -0.398
C  -0.8138  3.2276  -1.9610  0.251
C  -0.3957  4.4734  -2.4253  0.131
C  -0.8850  4.9867  -3.6185  -0.603
C  -1.8140  4.2694  -4.3585  -0.381
C  -2.2326  3.0226  -3.9117  -0.585
C  -1.7231  2.4994  -2.7327  -0.923
H  -2.5604  2.6300  0.4851  0.317
H  -1.3850  2.8344  1.7234  0.585
H  -0.9919  5.2539  0.5158  0.716
H  -2.2956  5.0202  1.6838  0.876
H  -5.8678  6.7272  -0.4301  0.385
H  -6.5688  8.8949  0.4992  0.357
H  -4.9350  10.3245  1.6942  0.349
H  -2.5953  9.5553  1.9469  0.370
H  -1.8976  7.3891  1.0253  0.308
H  -4.9532  5.0689  1.9591  0.367
H  -6.5909  3.4351  2.8060  0.362
H  -7.2448  1.4962  1.4147  0.362
H  -6.2554  1.2035  -0.8345  0.493
H  -4.6368  2.8564  -1.6912  0.322
H  0.5603  3.6167  2.1854  0.326
H  2.6669  4.6361  2.8987  0.390
H  4.5187  4.9547  1.2821  0.370
H  4.2246  4.2025  -1.0654  0.383
H  2.1131  3.1722  -1.7755  0.505
H  0.3098  5.0560  -1.8454  0.366
H  -0.5515  5.9592  -3.9626  0.370
H  -2.2025  4.6748  -5.2854  0.351
H  -2.9386  2.4413  -4.4928  0.496
H  -2.0061  1.5028  -2.4034  0.658
N  2.8412  -1.0104  0.0841  0.508
C  3.9874  -1.6377  -0.2195  -0.345
C  3.9028  -2.0176  -1.5443  -0.687
C  2.6296  -1.5756  -1.9480  -0.619
N  2.0024  -0.9679  -0.9531  -0.359
H  2.4817  -0.7217  1.0094  0.290
H  4.7622  -1.7705  0.5169  0.447
H  4.6430  -2.5348  -2.1303  0.342
H  2.1451  -1.6674  -2.9067  0.460
F  -3.8649  -3.6153  -2.4081  -0.406
B  -3.6278  -2.3969  -3.0770  0.556
F  -4.8696  -1.7768  -3.3696  -0.429
F  -2.9471  -2.6549  -4.2874  -0.419
F  -2.8593  -1.5427  -2.2672  -0.319

Cartesian forces (eV/Å) of the 3 atoms listed first:
Pd 0.5 -0.4 -0.6
C 0.0 -0.2 0.0
S -0.1 0.0 0.2